A molecular structure, C18H25Co2O8Si2, computed with ωB97M-V with the def2-TZVPD basis set.

Geometry as XYZ:
```
55
Properties=species:S:1:pos:R:3:forces:R:3:nbo_charge:R:1
Si -0.8312 -1.2327 2.2072 1.06 0.26 -0.32 1.866
O -0.5552 0.7725 -0.2703 -1.29 0.53 -1.12 -0.842
C 5.8425 1.8548 1.8754 0.64 2.03 1.87 0.488
H 1.8219 1.9984 -0.6136 -0.88 -0.50 0.68 0.218
C -0.9211 2.7615 1.7453 -0.34 0.60 0.12 -1.163
H -1.6323 2.3012 2.4476 0.20 0.14 -0.29 0.233
Co 7.8751 1.1967 -1.5641 2.42 -0.63 -0.28 -0.074
C 7.8563 0.6512 -3.2472 -1.16 0.19 -1.81 0.498
H -3.1064 1.7114 -1.5410 0.09 0.15 0.37 0.246
C -0.3331 -1.3155 4.0402 0.00 0.14 -0.24 -1.134
C 2.6879 1.3539 1.3042 -0.23 -0.36 0.70 -0.601
C -0.6636 -2.9331 1.4315 -0.02 -0.07 -0.12 -1.152
H 0.6784 3.6234 -1.0078 0.01 -0.06 0.06 0.263
H -1.3028 -3.7363 1.8509 0.25 0.56 -0.08 0.240
H 0.0955 2.5455 2.0948 -0.13 -0.02 -0.24 0.266
H 3.2278 0.4094 1.5153 0.32 0.79 0.02 0.217
O 10.3382 2.8524 -1.8683 -0.41 -0.70 0.05 -0.565
Si -1.2154 2.3456 -0.0552 0.01 -1.70 0.74 1.906
H 3.3580 2.2139 1.1297 -0.08 -0.74 0.23 0.238
H 2.9501 -0.5799 -0.5008 0.71 0.18 -0.60 0.203
C 4.6028 0.7781 -0.7693 -1.34 0.13 -0.68 -0.209
C 1.9185 1.0779 -0.0040 -1.64 1.78 2.26 -0.334
H -2.7269 0.4390 2.4019 0.12 -0.34 -0.22 0.240
H 2.8668 0.6513 -1.8729 -0.03 -0.83 -0.11 0.196
O 6.1130 -1.9188 0.7751 -0.44 1.16 -0.28 -0.562
H -3.3147 -1.2318 2.4386 0.50 0.20 -0.18 0.245
H 0.7067 -1.6835 4.1301 -0.47 0.18 -0.05 0.256
O 8.8480 1.3325 1.4182 -0.26 -0.10 -0.97 -0.599
H -0.9016 -2.8400 0.3615 0.11 -0.12 0.19 0.244
C -0.3997 3.5691 -1.1341 -0.09 0.56 -0.37 -1.170
O 8.7935 -1.4633 -0.9619 -0.36 1.44 -0.27 -0.579
O 7.9421 0.1842 -4.3150 0.23 0.52 1.65 -0.577
C 8.0040 1.2460 0.6083 -1.24 0.56 0.13 0.375
Co 6.0900 0.9683 0.2716 2.50 -0.82 5.38 -0.045
C 6.0571 -0.7745 0.6058 0.63 -1.45 0.72 0.535
C 9.3526 2.2672 -1.7247 -0.90 0.90 0.30 0.475
O 5.9282 2.4320 2.9106 -0.48 -2.03 -2.97 -0.590
H -0.3892 -0.3261 4.5294 0.02 -0.42 -0.18 0.244
C 0.5657 0.4242 0.3210 3.50 2.46 -1.42 0.674
C -3.0135 2.0416 -0.4909 -0.33 0.31 -0.16 -1.145
C 3.1625 0.4573 -0.8323 0.81 -2.36 -2.14 -0.449
H -3.5353 1.2947 0.1376 0.45 0.49 -0.24 0.245
H 2.1182 1.5077 2.2368 -0.28 0.31 -0.53 0.188
H -0.8012 4.5567 -0.8900 -0.02 0.06 -0.09 0.241
H 5.6391 2.0805 -2.2349 -0.25 -0.59 0.68 0.192
C 8.4336 -0.3697 -1.1509 0.95 -2.93 0.59 0.459
C 5.6491 1.3375 -1.4000 -1.97 2.53 -3.16 -0.412
H -0.9960 -2.0205 4.5925 0.36 0.45 -0.43 0.239
H -2.8175 -0.5168 0.8881 0.15 -0.01 0.38 0.250
H 0.3872 -3.2511 1.5190 -0.31 0.06 -0.07 0.254
C -2.5718 -0.5586 1.9604 -0.20 -0.02 0.07 -1.153
H -1.0563 3.8566 1.8052 0.05 -0.28 0.23 0.237
O 0.4453 -0.2770 1.3945 -1.00 -2.25 2.39 -0.803
H -0.6208 3.3686 -2.1815 0.05 0.02 -0.11 0.249
H -3.5544 2.9991 -0.3994 0.01 -0.30 -0.08 0.234
```
Forces are in eV/Å.

The value obtained for the HOMO-LUMO gap is 0.1225 hartree. As for the molar mass: 543.4 g mol⁻¹. The value obtained for the maximum force is 0.1165 Eh/bohr. The total charge is -1.

A molecular structure, C18H25F3N6O2RuSSi, computed with ωB97M-V with the def2-TZVPD basis set.

Geometry as XYZ:
```
57
Properties=species:S:1:pos:R:3:forces:R:3:mulliken_spin:R:1
C -1.2505 4.0369 0.8732 0.06 0.02 0.03 -0.001
H 5.0460 0.1594 -0.5518 0.00 0.00 0.00 0.000
H 1.1799 -0.0569 -6.2916 0.00 0.00 0.00 0.000
O -0.5656 1.9214 0.0359 0.04 0.00 0.09 0.001
H 2.9014 0.8385 5.0640 0.00 0.00 0.00 0.000
H -0.5744 1.5819 -4.6466 0.00 0.00 0.00 0.000
C 2.2332 -1.5648 -5.1706 -0.01 0.00 0.00 0.001
Si 3.2523 1.8276 -0.1818 0.01 -0.03 0.02 0.015
C 1.0345 -0.0203 4.4196 0.01 0.01 0.01 -0.002
C 2.2778 0.6005 4.2106 -0.02 -0.01 0.03 0.003
H 3.1743 -2.9569 -3.8327 0.00 0.00 0.00 0.000
H -1.1710 1.6709 -2.1997 0.00 0.00 0.00 0.002
C 0.6737 -0.1029 -4.1858 -0.02 0.04 -0.06 -0.013
C -1.0987 -0.9434 3.4380 -0.01 -0.01 0.01 0.010
H 2.7816 -1.9286 -6.0290 0.00 0.00 0.00 0.000
C 1.8943 0.5809 1.8402 0.00 0.00 0.00 0.022
H 2.1973 3.9646 0.4679 0.00 0.00 0.01 0.000
H -2.5879 0.3222 1.0237 0.03 -0.02 0.00 -0.022
C 2.8032 2.0324 -1.9859 -0.02 0.01 0.00 0.000
N -0.2325 0.9233 -3.9691 0.02 -0.01 0.01 0.006
H -1.1812 -1.7921 2.7561 0.01 0.00 0.00 -0.008
H -1.8557 -0.2039 3.1684 0.00 0.00 0.01 -0.002
H 3.3781 3.4915 1.6891 0.00 0.00 0.00 0.000
H -1.2876 -1.2827 4.4543 0.00 0.00 0.00 0.001
H 3.6787 1.3691 2.7872 0.00 0.00 0.00 -0.002
H -3.7561 -1.5069 1.1358 -0.03 0.01 -0.03 0.001
H 5.7033 1.8004 -0.5991 0.00 0.00 0.00 0.001
H 3.9227 4.1925 0.1647 0.00 0.00 0.00 0.001
H 1.7923 2.4389 -2.0743 0.01 -0.01 -0.01 0.001
C 0.2541 -0.3178 3.3296 0.04 0.01 -0.05 -0.030
C -0.5279 0.9372 -2.6572 -0.02 0.02 0.02 0.013
C -1.2072 2.4882 0.9763 -0.12 0.03 -0.15 -0.001
H 1.9699 -2.1695 -1.8153 -0.01 0.00 0.01 0.004
C 1.7864 -1.7302 -2.7852 0.00 -0.01 0.00 0.040
H -2.8902 0.2550 -0.5767 0.02 0.01 0.00 0.000
H 5.3373 1.0367 0.9489 0.00 0.00 0.00 0.000
C 2.7171 0.9047 2.9534 0.00 0.01 -0.04 -0.001
H 0.6841 -0.2556 5.4137 0.01 0.00 0.00 -0.001
Ru -0.0094 -0.1908 0.1422 -0.06 -0.05 -0.13 2.748
S 0.1449 -2.3132 0.1917 0.06 0.02 0.00 0.964
F -0.3692 4.5318 -0.0058 -0.01 -0.02 0.00 0.000
C 0.8706 -0.6915 -2.9375 -0.02 -0.02 0.05 -0.054
N 0.6882 -0.0109 2.0939 -0.06 0.00 0.07 -0.005
O -1.8409 1.9843 1.8913 0.05 0.01 0.10 0.002
H 3.4901 2.7352 -2.4642 0.00 0.00 0.00 -0.001
H 2.8578 1.0886 -2.5315 0.00 -0.01 0.00 0.000
C 4.9967 1.1450 -0.0832 0.02 0.00 0.00 0.006
N 0.0865 -0.0159 -1.9998 0.04 -0.03 -0.05 0.026
C 3.1856 3.5227 0.6152 0.00 0.01 0.00 0.003
N 2.1109 0.7524 0.5446 0.04 0.04 0.01 0.148
F -1.0102 4.6074 2.0560 -0.01 0.01 0.00 0.000
C 1.3411 -0.5249 -5.3299 0.01 -0.01 0.02 0.002
F -2.4766 4.4255 0.4690 0.01 -0.02 0.00 0.000
N -3.1882 -1.5080 0.2968 0.11 -0.01 0.02 -0.011
H -2.4845 -2.2320 0.4030 -0.02 0.01 0.00 0.003
N -2.4812 -0.2617 0.1942 -0.10 -0.01 0.01 0.124
C 2.4544 -2.1538 -3.9153 0.00 0.00 0.00 0.011
```
Forces are in eV/Å.

The value obtained for the HOMO-LUMO gap (spin up / spin down) is 0.2869 / 0.2308 hartree. The spin multiplicity is 5. For the energy above the lowest of the compared OMol25 structures with the same formula, charge and spin, the calculation gives 0.033 eV. As for the molar mass: 575.7 g mol⁻¹. The value obtained for the maximum force is 0.0039 Eh/bohr.

A molecular structure, C18H25F3N6O2RuSSi, computed with ωB97M-V with the def2-TZVPD basis set.

Geometry as XYZ:
```
57
Properties=species:S:1:pos:R:3:forces:R:3:mulliken_spin:R:1
Si -0.1287 -2.1430 2.3017 0.03 -0.03 -0.05 0.011
C 3.4012 -0.2434 -2.9133 0.05 -0.04 0.05 -0.012
H -2.8410 -0.9954 3.1524 -0.01 0.00 0.01 0.001
C -3.4221 1.0564 2.9361 0.01 0.05 -0.02 0.000
N 2.4295 0.2537 -3.7635 -0.08 0.02 0.06 0.006
H -3.7445 3.1558 2.5263 -0.01 0.02 -0.01 -0.001
C 1.3661 0.5954 -3.0129 -0.09 -0.01 -0.02 0.013
H -0.9230 -4.2159 3.3906 0.03 -0.04 0.02 -0.001
H 5.0980 -0.7919 -4.1402 0.01 0.00 -0.03 0.000
C 1.1292 -3.0893 1.2773 -0.06 0.04 0.05 0.003
H 0.6634 -3.7440 0.5378 -0.04 -0.02 -0.02 0.000
C -3.1723 2.2695 2.2951 0.04 0.01 -0.02 -0.012
O -0.8654 2.1043 -1.9494 0.34 0.09 -0.01 0.085
H -1.3475 -0.2188 -2.4186 -0.02 0.00 0.06 0.000
H 1.7337 -3.7258 1.9258 0.03 -0.03 0.03 0.000
N -0.7678 -0.8914 1.2959 0.14 0.02 -0.09 0.152
C 2.8476 -0.1649 -1.6340 0.11 -0.05 0.02 -0.086
C -1.6316 0.0486 1.7005 -0.11 -0.08 0.07 0.006
C 0.7109 -1.3939 3.8007 -0.03 0.01 -0.09 0.003
H -0.4315 -2.2209 -0.6987 -0.01 0.01 -0.01 0.002
C -1.4152 -3.3951 2.8648 0.05 0.04 0.00 0.010
N 1.5603 0.3544 -1.7384 -0.02 0.09 -0.07 -0.007
Ru 0.0957 0.7582 -0.2471 0.54 -0.21 0.14 2.669
C -1.7824 3.6360 0.7177 -0.02 0.04 -0.05 0.000
H -0.9751 3.5204 -0.0009 -0.01 -0.01 0.03 -0.005
C 4.8545 -1.0481 -0.7433 0.01 0.00 0.00 0.007
H 0.4720 1.0516 -3.4056 0.00 0.02 -0.01 0.001
H 1.2816 -2.1315 4.3655 0.02 -0.07 0.04 0.002
N -1.4518 1.2373 1.0656 -0.22 0.09 0.08 0.008
F -1.6086 4.4418 -2.9360 -0.02 -0.04 0.04 0.000
C 5.3947 -1.1359 -2.0355 0.00 0.00 -0.01 0.001
C 4.6807 -0.7330 -3.1450 0.00 0.01 0.04 0.002
H -1.9514 -3.8207 2.0148 -0.01 0.00 -0.04 0.000
C -2.6622 -0.0518 2.6608 0.04 -0.04 -0.03 -0.002
H -2.1525 -0.5526 -1.0428 0.03 -0.03 -0.07 -0.001
C -2.5464 3.4857 -2.8955 -0.03 0.03 -0.04 0.012
N -0.7458 -1.9543 -1.6266 0.00 -0.03 0.05 0.000
H -2.6473 4.0719 0.2159 0.00 0.01 -0.02 0.000
C -2.1573 2.3367 1.3612 -0.07 0.04 0.10 -0.020
H 6.3966 -1.5211 -2.1627 0.02 -0.01 0.00 0.000
H -1.4535 4.3381 1.4848 -0.01 0.01 0.01 0.005
F -3.6676 4.0434 -2.4228 0.03 -0.04 -0.01 0.001
S 1.5232 1.7173 1.0566 -0.35 -0.09 -0.33 1.075
H -0.0175 -0.9453 4.4786 -0.03 0.03 0.01 -0.002
H -2.1526 -2.9730 3.5468 -0.01 0.00 0.04 0.000
C 3.5827 -0.5642 -0.5205 0.00 0.00 -0.02 0.049
O -3.0144 1.5248 -1.6410 -0.12 0.01 -0.02 0.004
H -1.5114 -2.5774 -1.8677 0.02 0.02 0.00 -0.001
H 1.8066 -2.4202 0.7483 0.07 0.06 -0.05 0.001
H 2.4972 0.3717 -4.7590 0.00 0.00 0.00 0.000
C -2.1182 2.2411 -2.0607 -0.16 0.12 -0.03 -0.013
F -2.7867 3.1120 -4.1721 0.01 -0.02 0.04 0.000
H 1.3936 -0.6035 3.4817 0.03 0.02 0.00 -0.001
N -1.2400 -0.6173 -1.4930 -0.07 0.06 0.14 0.014
H 5.4549 -1.3628 0.0990 0.01 -0.01 0.01 0.000
H 3.1754 -0.4719 0.4758 -0.03 -0.03 0.02 0.020
H -4.2164 0.9920 3.6687 -0.02 -0.01 0.02 0.000
```
Forces are in eV/Å.

The value obtained for the HOMO-LUMO gap (spin up / spin down) is 0.2943 / 0.2342 hartree. The spin multiplicity is 5. For the energy above the lowest of the compared OMol25 structures with the same formula, charge and spin, the calculation gives 0.202 eV. As for the molar mass: 575.7 g mol⁻¹. The value obtained for the maximum force is 0.0116 Eh/bohr.

A molecular structure, C18H25F6N4O5RhS2, computed with ωB97M-V with the def2-TZVPD basis set.

Geometry as XYZ:
```
61
Properties=species:S:1:pos:R:3:forces:R:3:mulliken_spin:R:1
C -1.6408 -2.8842 0.4092 0.18 -0.12 -0.10 0.010
H 2.9070 -3.2773 -2.3134 -0.04 0.02 0.04 0.021
N -2.0628 -1.6096 0.5461 0.17 -0.03 -0.15 0.143
H -0.7210 -1.7621 -4.1984 0.00 0.02 -0.04 0.001
H -3.5389 -3.4375 4.0420 0.04 0.01 0.00 0.001
H -1.5256 1.4377 -2.6722 0.00 0.01 -0.01 -0.006
N -3.5340 -0.4556 1.9497 0.00 0.01 0.02 0.004
F 0.7048 -0.8106 4.8007 -0.09 0.04 0.22 0.000
F -1.1420 4.1121 1.5630 -0.22 0.18 -0.04 0.000
F -0.0205 3.5282 3.3182 -0.04 0.06 0.04 0.001
C 0.9735 2.5832 -2.7238 -0.01 -0.01 -0.06 0.018
H -1.0508 0.8220 -4.2500 0.01 0.00 -0.01 0.012
H 3.6638 -1.1215 0.3967 0.02 0.01 -0.04 0.011
C 1.1993 1.1723 -2.3129 -0.12 0.07 0.29 0.120
H 4.2898 1.7876 -1.7372 -0.02 -0.02 0.00 0.007
H 2.9697 2.8666 -1.2873 -0.01 -0.02 0.00 0.000
O -0.7456 -3.1408 -0.4007 -0.01 0.00 0.19 0.112
H -1.8564 -0.2439 -3.1112 0.00 -0.02 0.02 0.032
O -0.8365 1.0714 0.6646 0.07 0.13 -0.18 0.058
H 0.9172 3.2298 -1.8430 0.00 -0.06 -0.09 0.018
H 0.5112 -2.9435 -3.7898 0.01 0.01 -0.03 -0.001
C 2.6588 -0.5373 -1.3880 0.05 -0.25 0.06 0.120
Rh -0.3391 -0.7617 -0.5089 0.06 0.31 0.59 2.460
H 4.3029 -1.8882 -1.0487 -0.02 0.02 -0.02 0.004
C 2.0882 -2.9867 -1.6414 0.07 0.05 0.01 -0.052
C 2.3865 0.8077 -1.6234 -0.06 0.29 -0.06 0.185
H -1.6490 -4.2456 2.0767 0.03 0.01 0.03 -0.001
C 3.8987 -0.9550 -0.6623 -0.07 -0.03 0.01 -0.005
S 0.2067 1.9488 1.2504 0.15 0.03 0.16 0.016
O 1.0958 -1.0173 1.1201 -0.07 -0.09 0.03 0.086
O 2.7411 -0.5517 2.8746 -0.12 -0.02 -0.14 0.010
H -4.1636 -0.4144 2.7318 -0.03 0.02 0.04 0.000
O 0.9435 2.7334 0.3094 -0.20 -0.09 0.25 0.010
C 0.2468 -0.9875 3.5917 0.21 -0.06 -0.19 -0.001
H 2.4433 -3.1471 -0.6217 0.00 0.01 -0.04 0.010
H -4.7612 -2.3262 3.4073 0.00 0.01 -0.04 0.000
C -2.9694 -1.5825 1.5638 -0.06 0.11 0.07 0.013
C 0.5516 -1.1994 -2.5553 0.18 -0.24 -0.27 0.059
C -4.1053 -3.1553 3.1558 0.07 0.06 -0.06 0.002
N 1.1191 1.2288 2.2972 -0.12 -0.08 -0.14 -0.002
C -0.1988 -2.2328 -3.3715 0.05 -0.02 0.12 0.029
H 4.6781 -0.2014 -0.7088 -0.03 0.03 -0.01 0.002
C -2.3545 -3.7734 1.3918 -0.09 0.10 -0.06 0.000
H -3.1901 0.4114 1.5679 0.00 0.02 -0.03 -0.001
C -1.1314 0.5641 -3.1899 0.11 0.11 -0.01 -0.034
C -0.7688 3.1111 2.3268 0.13 -0.21 -0.05 0.008
N -3.2019 -2.7898 2.0660 -0.03 -0.13 0.05 0.010
S 1.4442 -0.2926 2.3652 0.20 0.01 -0.06 0.013
F 0.1003 -2.2899 3.3381 -0.15 0.01 0.07 0.000
C 1.7603 -1.5507 -1.8624 0.01 -0.18 -0.09 0.186
H 1.8307 2.9274 -3.3111 -0.02 -0.01 0.03 0.016
F -1.8364 2.4624 2.7950 0.07 0.09 0.01 0.000
H -0.9172 -2.8069 -2.7889 -0.01 -0.01 0.05 -0.001
C 3.3566 1.8619 -1.1716 0.04 -0.06 -0.09 -0.004
H -4.7290 -3.9902 2.8457 -0.01 -0.02 -0.04 0.000
F -0.9386 -0.3855 3.4481 -0.04 -0.10 0.03 0.000
H 3.6048 1.7254 -0.1180 -0.01 -0.02 -0.01 0.005
H -2.9358 -4.5504 0.8946 -0.05 -0.01 -0.02 0.000
H 0.0742 2.7212 -3.3151 0.06 -0.03 -0.02 0.000
H 1.2421 -3.6391 -1.8228 0.00 0.00 -0.01 0.006
C 0.2094 0.1659 -2.6288 -0.26 0.08 -0.20 0.288
```
Forces are in eV/Å.

The value obtained for the HOMO-LUMO gap (spin up / spin down) is 0.3528 / 0.2440 hartree. The spin multiplicity is 5. As for the molar mass: 658.4 g mol⁻¹. The value obtained for the maximum force is 0.0130 Eh/bohr. The total charge is +2.